Record 1
Density functional theory data (wB97M-V/def2-TZVPD) for a molecular structure, C24H60F2O16P4Zn.

```
107
Properties=species:S:1:pos:R:3:forces:R:3
Zn 10.0445 2.0052 -8.1741 0.7 -0.4 -0.2
F 8.3214 1.1041 -8.1712 0.2 0.3 0.2
F 11.9014 2.7154 -8.3138 -0.3 0.2 0.1
C 15.0394 -2.6643 -6.9779 0.5 -0.7 0.9
C 14.1708 -1.8057 -6.0438 1.1 -0.4 -1.1
O 13.0575 -1.3297 -6.8013 -1.2 0.7 0.7
P 12.0881 -0.2054 -6.1591 0.4 1.0 -2.0
O 11.1829 0.4178 -7.1458 0.4 -1.3 0.8
O 11.3278 -0.8474 -4.9448 0.0 -0.3 0.3
C 9.9466 -1.2027 -5.0897 -1.4 -0.3 0.3
C 9.5881 -2.3353 -4.1288 0.1 -0.1 -0.8
O 13.1633 0.7748 -5.5468 0.3 -0.6 0.1
C 12.8073 2.1068 -5.2067 -1.9 1.8 0.2
C 13.4766 2.5068 -3.9020 0.5 -0.6 -1.1
H 14.9001 -3.7402 -6.8417 -0.4 0.1 -0.2
H 14.9809 -2.4401 -8.0389 -0.2 0.3 0.1
H 16.0745 -2.5201 -6.6526 0.0 0.1 -0.2
H 13.8506 -2.3777 -5.1718 -0.1 0.2 0.0
H 14.8234 -0.9769 -5.7701 -0.5 0.2 0.4
H 9.2913 -0.3511 -4.9007 0.5 0.4 0.3
H 9.6442 -1.4738 -6.1022 0.6 -0.1 -0.2
H 10.1398 -2.2785 -3.1941 -0.1 0.1 0.1
H 8.5092 -2.3169 -3.9736 0.0 0.1 0.3
H 9.7759 -3.3007 -4.6026 0.3 0.0 0.2
H 12.9003 2.8032 -6.0452 0.8 -0.4 -0.3
H 11.7204 2.1834 -5.0669 0.1 -0.5 0.2
H 14.5474 2.5743 -4.1129 0.1 -0.4 0.5
H 13.2119 3.4872 -3.5152 -0.5 -0.1 -0.1
H 13.1870 1.6795 -3.2534 0.5 0.4 0.6
C 9.4985 2.4748 -1.4938 0.7 -1.3 -0.3
C 9.2142 3.4942 -2.5509 -0.8 1.8 0.2
O 9.7338 3.0402 -3.8110 0.2 -0.1 -0.4
P 9.3054 3.7286 -5.1735 -1.2 0.4 -1.3
O 9.6852 3.0614 -6.4267 0.2 -0.3 1.5
O 7.7294 3.9037 -5.0351 0.9 0.5 0.1
C 6.8077 2.9626 -5.6742 0.5 0.1 0.1
C 6.3495 3.5176 -6.9977 0.4 0.2 0.1
O 9.8536 5.2117 -5.1578 -0.6 -0.3 0.6
C 10.9695 5.6113 -5.9607 0.8 1.3 0.0
C 11.2511 7.0996 -5.6143 -0.3 -2.1 0.1
H 8.8023 2.3936 -0.6636 -0.2 0.5 -0.1
H 9.4483 1.5224 -2.0352 -0.2 -0.1 0.2
H 10.5119 2.4774 -1.0894 0.0 0.4 -0.1
H 8.1485 3.7404 -2.6197 -0.1 -0.8 -0.3
H 9.5727 4.5176 -2.3821 0.8 -0.3 0.3
H 7.3632 2.0470 -5.8987 -0.4 -0.2 0.4
H 6.0422 2.8817 -4.9013 -0.1 -0.4 -0.4
H 5.5001 2.9541 -7.3814 -0.1 0.1 0.0
H 6.1557 4.5885 -6.9120 -0.4 -0.1 0.0
H 7.1816 3.3822 -7.6856 0.0 0.0 -0.2
H 11.8455 5.0026 -5.7406 -0.1 -0.2 0.0
H 10.7602 5.5676 -7.0282 -0.3 -0.5 0.1
H 10.3213 7.6063 -5.8590 0.3 0.6 -0.1
H 11.4626 7.1632 -4.5484 0.0 0.3 0.0
H 12.1426 7.3564 -6.1813 -0.2 0.6 -0.1
C 13.1705 1.8628 -11.8746 -0.3 0.2 -0.2
C 11.9659 1.2730 -12.6031 1.5 0.4 -0.4
O 11.6470 0.0012 -12.0304 -0.6 0.0 0.2
P 10.3997 -0.0566 -11.0250 0.2 -0.4 -1.0
O 10.4933 0.9298 -9.9547 -0.4 0.1 -0.7
O 10.4543 -1.5725 -10.5611 -0.1 0.4 -0.7
C 11.4627 -1.9170 -9.5951 0.3 -0.2 1.3
C 12.0387 -3.3094 -9.8151 -0.8 0.8 -0.6
O 9.1542 0.1083 -12.0255 0.6 0.0 1.2
C 8.6678 -0.7882 -13.0203 -0.3 -1.2 -0.5
C 9.5298 -1.9848 -13.4475 0.1 0.1 0.9
H 12.7868 2.3108 -10.9565 0.5 0.0 0.2
H 13.9432 1.1187 -11.6850 -0.3 -0.2 0.2
H 13.6813 2.5866 -12.5157 -0.3 0.3 0.1
H 11.1602 2.0084 -12.5968 -0.4 -0.4 0.2
H 12.2485 1.1205 -13.6475 -0.3 -0.4 0.0
H 12.2743 -1.1904 -9.5535 -0.2 0.2 -0.2
H 10.9872 -1.8846 -8.6156 -0.1 0.1 -0.1
H 12.8452 -3.2326 -10.5425 0.1 -0.4 0.0
H 12.3697 -3.6835 -8.8509 0.2 -0.1 -0.1
H 11.2272 -3.9274 -10.2042 0.2 -0.3 0.0
H 7.7597 -1.2549 -12.6266 -0.1 0.4 0.0
H 8.3885 -0.2158 -13.9056 0.1 0.4 0.2
H 9.5450 -2.6898 -12.6179 0.0 -0.2 -0.1
H 9.0378 -2.4618 -14.2941 0.1 0.1 -0.1
H 10.5784 -1.7700 -13.6396 -0.1 0.3 -0.4
C 11.8702 6.3280 -11.5196 -0.4 -0.8 -0.2
C 11.1371 5.0073 -11.1615 1.7 0.7 -1.5
O 9.7224 5.1963 -11.1702 -0.9 0.2 0.9
P 8.9633 4.9717 -9.7759 0.0 -0.5 -0.6
O 9.4955 3.7857 -9.0979 -0.5 0.6 -0.1
O 7.4072 4.8738 -10.1313 1.3 0.6 0.1
C 7.0107 3.6661 -10.8220 -0.5 0.4 -1.0
C 5.4866 3.7398 -11.0338 0.7 -0.9 -0.6
O 9.1414 6.3292 -8.9859 0.0 0.0 -0.3
C 8.0930 7.0616 -8.3346 -0.6 0.7 -0.4
C 8.3139 8.5910 -8.4056 0.7 -1.4 0.6
H 12.8409 6.1243 -11.9820 0.3 -0.3 0.9
H 11.4118 6.7626 -12.4128 -0.7 0.4 0.6
H 11.9309 6.9657 -10.6429 0.1 0.5 -0.3
H 11.4156 4.3955 -12.0238 -0.6 -0.6 0.3
H 11.4955 4.5319 -10.2486 -0.1 0.0 0.1
H 7.4405 3.6851 -11.8301 0.4 -0.1 0.3
H 7.4115 2.8047 -10.2830 -0.4 0.0 0.1
H 5.2292 4.0130 -12.0600 0.3 0.4 0.1
H 5.1524 2.6990 -11.0078 -0.6 0.3 0.7
H 5.0160 4.4604 -10.3732 -0.2 -0.5 0.4
H 7.1515 6.8507 -8.8408 0.0 -0.3 0.2
H 8.0595 6.7348 -7.2960 -0.2 -0.1 0.0
H 8.9332 8.8246 -7.5392 -0.1 0.6 -0.1
H 8.8650 8.8737 -9.2990 -0.2 0.0 -0.2
H 7.3409 9.0671 -8.3377 0.1 0.3 0.0
```
Positions in Å, forces in eV/Å.

Output
HOMO = -8.61 eV
lowest unoccupied orbital energy = 0.026 Eh
ΔE to the lowest compared entry with this formula, charge and spin = 0.0 kcal per mole
charge = 0

Record 2
Density functional theory data (wB97M-V/def2-TZVPD) for 4 unconnected molecules or ions with the total composition C24H60N4.

```
88
Properties=species:S:1:pos:R:3:forces:R:3
C 0.2254 -5.5877 0.2087 -0.2 -1.1 0.1
C 1.3115 -4.8028 -0.5157 -0.6 -0.2 1.1
N 1.3793 -3.3925 -0.0846 2.6 -2.6 -0.1
C 1.8465 -3.1539 1.3220 1.3 -0.7 -1.4
C 3.0724 -3.9724 1.7419 0.1 -1.7 -1.0
C 0.2497 -2.6394 -0.4326 0.1 1.0 -0.2
C 0.6265 -1.2131 -0.4967 -0.3 2.6 0.2
H -0.7449 -5.0931 0.2558 0.1 0.1 0.1
H 0.5242 -5.9530 1.1912 0.0 0.6 0.4
H 0.0683 -6.5374 -0.3026 -0.2 -0.1 -0.4
H 2.2311 -5.3577 -0.3302 0.3 0.5 0.0
H 1.0991 -4.9756 -1.5707 0.1 1.0 -0.3
H 2.2428 -2.1400 1.2666 -1.0 0.3 0.9
H 1.0823 -3.4594 2.0367 -0.5 1.0 0.3
H 3.4231 -3.8865 2.7703 -0.3 0.6 0.0
H 2.8403 -5.0303 1.6196 -0.3 -0.3 0.4
H 3.9302 -3.9418 1.0701 0.1 0.9 -0.1
H -0.5129 -2.7154 0.3425 -0.7 -0.2 -0.3
H -0.0949 -2.8184 -1.4511 -0.3 -1.0 0.2
H 1.4031 -0.8674 -1.1789 0.3 -0.8 -0.3
H 0.9327 -0.8047 0.4664 -0.2 0.1 0.2
H -0.2452 -0.6546 -0.8380 -0.2 0.2 0.2
C 2.2332 5.0569 -0.9505 -2.1 0.3 -1.2
C 2.0152 4.2533 -2.2365 2.2 -0.7 -0.4
N 3.1983 3.3309 -2.2836 -0.6 -0.4 -0.8
C 3.6134 3.0763 -3.6798 0.0 0.6 0.3
C 4.2939 4.2975 -4.2407 0.4 0.4 -0.6
C 2.8585 2.1335 -1.5131 1.2 -0.1 0.2
C 4.0334 1.5750 -0.6946 0.1 -0.2 -0.2
H 1.6386 5.9529 -1.1287 0.0 0.5 0.6
H 3.2733 5.3197 -0.7572 -0.2 -0.4 0.0
H 1.6944 4.4861 -0.1943 0.7 0.3 0.5
H 1.0885 3.6811 -2.2808 -0.2 0.0 0.5
H 1.9946 4.8017 -3.1783 0.2 0.6 0.3
H 4.3809 2.3215 -3.8508 -0.4 -0.7 0.9
H 2.7687 2.8625 -4.3346 -0.3 -0.5 0.0
H 5.0275 4.6812 -3.5317 -0.2 0.2 0.1
H 4.8510 3.9992 -5.1288 0.0 0.0 -0.2
H 3.6028 5.0715 -4.5745 0.1 0.2 0.3
H 2.4489 1.3794 -2.1852 -0.2 -0.3 0.0
H 2.1061 2.3790 -0.7636 -0.2 0.1 -0.2
H 4.9388 1.2706 -1.2196 -0.2 0.0 -0.7
H 3.6848 0.6704 -0.1962 0.0 0.1 0.4
H 4.4097 2.3105 0.0164 -0.4 0.0 0.3
C -2.0315 -1.7441 2.8562 -0.5 -0.1 -0.3
C -2.7383 -3.0632 2.2476 1.5 3.4 0.3
N -3.8172 -2.5982 1.3483 -0.3 0.2 0.4
C -3.2872 -2.3089 0.0354 -0.6 1.5 -1.6
C -4.3221 -1.8453 -1.0801 0.2 -0.9 1.4
C -4.9069 -3.5363 1.3565 0.6 -2.2 0.3
C -4.5037 -4.8441 0.5366 -1.1 -0.2 1.2
H -2.7150 -1.0225 3.3035 -0.7 -0.5 0.3
H -1.5985 -1.0758 2.1119 0.4 -0.5 -0.5
H -1.2612 -1.9149 3.6082 0.1 -0.5 -0.1
H -1.9445 -3.5364 1.6696 0.0 -0.6 0.0
H -3.0037 -3.6680 3.1147 -0.6 -0.1 -0.5
H -2.6310 -1.4396 0.0772 0.4 -0.1 0.4
H -2.6898 -3.1334 -0.3538 0.0 -0.3 -0.2
H -4.8635 -0.9386 -0.8102 0.2 0.1 0.2
H -3.8118 -1.6619 -2.0257 0.1 -0.2 0.1
H -5.0848 -2.6142 -1.2032 0.0 0.0 -0.3
H -5.9111 -3.1968 1.1026 0.3 0.5 -0.7
H -5.0164 -3.7329 2.4230 -0.2 -0.6 0.0
H -4.7737 -4.7070 -0.5105 0.7 -0.2 0.0
H -4.9601 -5.7797 0.8597 -1.3 0.2 0.2
H -3.5167 -5.2401 0.7757 0.7 1.1 -0.7
C 1.1356 3.1052 2.6815 -0.2 -0.4 -0.6
C -0.1967 2.4998 2.2031 0.5 -0.2 0.1
N -0.5682 2.8264 0.8277 0.3 -0.1 0.4
C -0.8623 4.2364 0.6493 0.9 0.1 0.3
C -2.1842 4.7768 1.1726 -0.4 -0.1 0.3
C -1.4519 1.8844 0.1610 1.3 -1.0 0.0
C -1.2621 1.9149 -1.3554 -1.2 0.5 -0.3
H 1.6262 3.4804 1.7834 0.3 0.6 0.4
H 1.8062 2.3458 3.0836 -0.1 -0.1 0.1
H 0.8834 3.8100 3.4739 0.7 0.5 -0.3
H -0.0672 1.4199 2.2760 -0.6 -0.1 0.0
H -0.8660 2.8934 2.9682 -1.0 -0.6 -0.1
H -0.6574 4.5176 -0.3836 -0.5 -0.1 -0.3
H -0.0475 4.7299 1.1791 0.0 0.3 0.1
H -2.1801 5.0045 2.2386 0.4 -0.1 0.2
H -2.9946 4.0548 1.0731 -0.1 0.1 -0.4
H -2.4490 5.7188 0.6923 -0.1 -0.1 -0.2
H -1.1413 0.8704 0.4128 0.5 0.0 0.5
H -2.4645 1.8529 0.5631 -0.6 0.6 -0.5
H -1.7356 1.0486 -1.8173 -0.2 -0.1 0.0
H -1.7431 2.7923 -1.7876 0.0 0.1 -0.2
H -0.2357 1.9053 -1.7223 0.2 0.0 0.6
```
Positions in Å, forces in eV/Å.

Output
HOMO (spin up / spin down) = 1.14 / -5.68 eV
multiplicity = 2
lowest unoccupied orbital energy (spin up / spin down) = 0.105 / 0.105 Eh
<S²> = 0.75
ΔE to the lowest compared entry with this formula, charge and spin = 0.8 kcal per mole
charge = -1